No. 1
{
  "formula": "C40H114N6O14",
  "method": "wB97M-V/def2-TZVPD",
  "elements": ["C", "C", "C", "O", "C", "N", "H", "H", "H", "H", "H", "H", "H", "H", "H", "H", "H", "C", "C", "C", "O", "C", "N", "H", "H", "H", "H", "H", "H", "H", "H", "H", "H", "H", "C", "C", "C", "O", "C", "N", "H", "H", "H", "H", "H", "H", "H", "H", "H", "H", "H", "C", "C", "C", "O", "C", "N", "H", "H", "H", "H", "H", "H", "H", "H", "H", "H", "H", "C", "C", "C", "O", "C", "N", "H", "H", "H", "H", "H", "H", "H", "H", "H", "H", "H", "C", "C", "C", "O", "C", "N", "H", "H", "H", "H", "H", "H", "H", "H", "H", "H", "H", "C", "C", "O", "H", "H", "H", "H", "H", "H", "C", "C", "O", "H", "H", "H", "H", "H", "H", "C", "C", "O", "H", "H", "H", "H", "H", "H", "C", "C", "O", "H", "H", "H", "H", "H", "H", "C", "C", "O", "H", "H", "H", "H", "H", "H", "C", "C", "O", "H", "H", "H", "H", "H", "H", "C", "C", "O", "H", "H", "H", "H", "H", "H", "C", "C", "O", "H", "H", "H", "H", "H", "H"],
  "xyz": [[2.00589, 3.41106, -3.39444], [2.19867, 2.57605, -4.68096], [1.25816, 1.36782, -4.87914], [1.44658, 0.73422, -6.20786], [0.73551, -0.46307, -6.48527], [2.22557, 3.37974, -5.83667], [2.04165, 2.91735, -2.42331], [1.03407, 3.87630, -3.55941], [2.80628, 4.15096, -3.40017], [3.20660, 2.16206, -4.65300], [0.25117, 1.76661, -4.75652], [1.54991, 0.64780, -4.11458], [-0.20387, -0.26100, -6.99988], [0.56562, -1.00085, -5.55251], [1.21396, -1.18442, -7.14772], [2.28031, 2.73891, -6.61541], [1.32947, 3.84160, -5.77499], [-3.61409, -2.77979, -6.70098], [-2.63667, -1.75621, -5.97510], [-3.34162, -0.68848, -5.08114], [-4.11164, -1.40903, -4.04973], [-5.53943, -1.23873, -4.12853], [-1.61156, -2.40565, -5.20234], [-3.00815, -3.52206, -7.22058], [-4.28063, -2.42812, -7.48847], [-4.18803, -3.12657, -5.84167], [-2.18641, -1.14094, -6.75408], [-3.97542, -0.15097, -5.78646], [-2.72204, 0.05960, -4.58657], [-6.07681, -2.10091, -4.52346], [-5.80599, -0.32960, -4.66754], [-5.93311, -1.03406, -3.13293], [-2.23827, -2.89248, -4.57758], [-1.05656, -3.07345, -5.71822], [1.09331, 2.08707, 6.52445], [1.67124, 1.66859, 5.10552], [3.07275, 2.13055, 4.92317], [3.15061, 3.53067, 4.98792], [4.44981, 4.09310, 4.95787], [1.57987, 0.23165, 5.05189], [1.65097, 1.62839, 7.34098], [0.07112, 1.74010, 6.67556], [1.26594, 3.16311, 6.54553], [1.12825, 2.11191, 4.27081], [3.52398, 1.77930, 3.99520], [3.71333, 1.71506, 5.70107], [5.07509, 3.79999, 4.11454], [5.00845, 3.95367, 5.88339], [4.37836, 5.16866, 4.79607], [0.62538, -0.02569, 5.25883], [2.03853, -0.15641, 5.86377], [1.40664, -6.02971, 0.06436], [2.00639, -4.79749, -0.54506], [1.47150, -4.52153, -2.01777], [1.78498, -5.56318, -2.92862], [3.11105, -5.56335, -3.39893], [1.91086, -3.71128, 0.46559], [1.42427, -6.91548, -0.57063], [0.33881, -5.86636, 0.20977], [1.80802, -6.29882, 1.04138], [3.08738, -4.92915, -0.59218], [1.82579, -3.54676, -2.35302], [0.38498, -4.45505, -2.07397], [3.17755, -6.26773, -4.22810], [3.83199, -6.01027, -2.71438], [3.34727, -4.58767, -3.82360], [2.13363, -2.79586, 0.10162], [1.06187, -3.66243, 1.01051], [-2.80243, -1.09379, 7.02029], [-3.91854, -1.28718, 6.04428], [-3.38713, -1.12028, 4.55876], [-2.84182, 0.20840, 4.45438], [-2.02099, 0.35297, 3.23237], [-4.62620, -2.57715, 6.21872], [-3.23168, -1.07534, 8.02205], [-2.36087, -0.09939, 7.08582], [-2.03650, -1.86931, 7.02539], [-4.66643, -0.50292, 6.16125], [-4.19080, -1.05029, 3.82574], [-2.67831, -1.90511, 4.29469], [-1.89435, 1.39631, 2.94340], [-2.40892, -0.12150, 2.33099], [-1.03067, -0.04453, 3.45453], [-4.79594, -2.78511, 7.19239], [-5.53748, -2.32099, 5.86650], [1.51849, 1.59446, 1.08458], [0.75285, 0.26984, 0.60955], [-0.12658, 0.41715, -0.63862], [-1.36091, 1.09171, -0.35680], [-2.06654, 1.23808, -1.59975], [1.78672, -0.73324, 0.43169], [2.16638, 1.94873, 0.28281], [2.01469, 1.35149, 2.02418], [0.87336, 2.41640, 1.39491], [0.07952, -0.08114, 1.39156], [-0.54002, -0.52768, -0.99141], [0.47679, 0.93494, -1.38424], [-1.63947, 1.95744, -2.29849], [-3.03463, 1.73860, -1.58045], [-2.19879, 0.31931, -2.17113], [2.23227, -0.54548, -0.45506], [2.50568, -0.40566, 1.06089], [-3.89594, -1.26959, -0.17876], [-5.12534, -1.49633, 0.71365], [-6.32039, -1.44891, -0.08862], [-2.98651, -0.92651, 0.31453], [-4.09493, -0.39266, -0.79479], [-3.77422, -2.17186, -0.77809], [-5.22820, -0.75184, 1.50312], [-5.08452, -2.45247, 1.23540], [-6.57726, -2.32131, -0.39608], [-1.84137, -4.84825, 2.37584], [-2.34937, -3.49536, 1.81526], [-1.28516, -2.58769, 1.68874], [-2.70941, -5.43895, 2.66854], [-1.17366, -4.84692, 3.23739], [-1.46053, -5.47065, 1.56610], [-3.11249, -3.07356, 2.46935], [-2.93909, -3.67778, 0.91690], [-0.78047, -2.54786, 2.50440], [4.32378, -0.79143, -4.10953], [4.07614, -0.78446, -2.54836], [2.95260, -0.10863, -2.25682], [3.52618, -1.24434, -4.69842], [5.25323, -1.31371, -4.33634], [4.44303, 0.17552, -4.59830], [4.85308, -0.36165, -1.91142], [4.02545, -1.83495, -2.26201], [2.25089, -0.43640, -2.82408], [6.43515, -2.49597, 2.45544], [5.22290, -2.37457, 1.52324], [5.02142, -3.66528, 0.87756], [6.22660, -3.07883, 3.35259], [6.75617, -1.51829, 2.81487], [7.29230, -3.01561, 2.02721], [5.31503, -1.48507, 0.90001], [4.39079, -2.04491, 2.14535], [4.08866, -3.80374, 0.69757], [-0.60790, 5.76041, 3.08842], [0.44048, 5.16063, 4.01312], [1.06924, 4.15498, 3.29125], [-1.39462, 5.02843, 2.90572], [-0.06325, 6.15510, 2.23071], [-1.04209, 6.61624, 3.60528], [-0.04684, 4.71845, 4.88208], [1.10403, 5.90350, 4.45576], [1.70499, 3.80544, 3.91994], [-0.48596, 6.10073, -1.35085], [-0.83074, 4.56213, -1.32814], [-1.36887, 4.22225, -0.09732], [-0.08768, 6.35798, -2.33233], [0.27016, 6.26721, -0.58361], [-1.33904, 6.72606, -1.08754], [0.06335, 3.93942, -1.35878], [-1.51796, 4.30385, -2.13382], [-1.00806, 3.39780, 0.23690], [-6.94253, 2.62003, -1.55850], [-7.64779, 1.57503, -0.74751], [-7.86310, 0.34577, -1.40891], [-5.87213, 2.47967, -1.70895], [-7.06860, 3.58781, -1.07310], [-7.40851, 2.61618, -2.54386], [-8.48797, 1.90395, -0.13595], [-6.98529, 1.22360, 0.04350], [-7.34623, -0.20991, -0.82097], [6.30598, 2.97829, -0.17614], [5.55375, 1.80868, 0.45649], [6.49300, 0.82044, 0.78218], [5.62961, 3.75720, -0.52817], [6.85820, 2.59195, -1.03281], [7.01176, 3.38561, 0.54778], [4.80799, 1.36596, -0.20378], [5.07569, 1.88056, 1.43341], [7.07281, 0.65778, 0.03455]],
  "forces_ev_per_a": [[-0.27, -0.28, -1.31], [1.89, -2.24, 0.84], [0.33, -0.34, -0.61], [0.63, 0.95, 0.84], [-0.48, 0.08, 0.82], [-0.39, 1.34, -0.05], [-0.15, -0.45, -0.28], [-0.06, 0.47, 0.58], [-0.24, 0.20, -0.03], [0.25, -0.39, 0.39], [-0.47, -0.51, -0.06], [-0.61, -0.21, 0.03], [-0.28, 0.25, 0.35], [-0.41, -0.05, 0.04], [0.95, 0.53, -0.08], [-0.34, 0.32, -0.46], [-0.29, 0.50, -1.17], [0.71, 1.05, 1.13], [-0.21, 1.71, -1.78], [-1.22, -2.03, -0.25], [-0.05, 0.90, -0.97], [0.20, 0.66, 0.63], [-0.49, 0.01, 0.74], [0.02, -0.33, 0.54], [-0.06, 0.68, 0.33], [-0.25, -0.86, -0.45], [0.33, -0.01, -0.17], [-0.51, 0.10, 0.30], [0.50, -0.41, -0.06], [0.29, -0.11, -0.28], [0.08, -0.14, -0.41], [0.16, -0.26, 0.26], [0.67, -0.82, 0.84], [-0.25, -0.20, -0.23], [0.95, 0.66, -1.54], [-1.29, 0.01, 1.97], [1.79, -0.32, 0.50], [-0.08, 0.62, -0.02], [0.25, 0.68, -0.24], [0.18, -1.20, -0.81], [0.46, -0.05, -0.18], [-0.17, 0.51, -0.37], [-0.71, 0.13, 0.68], [-0.65, -0.25, 0.28], [-0.21, -0.15, -0.44], [0.12, -0.22, 0.39], [-0.15, -0.76, -0.14], [-0.13, -0.34, 0.14], [-0.52, 0.03, 0.27], [-0.42, 0.05, -0.36], [0.59, -0.03, 0.11], [-1.15, -0.80, 0.11], [0.34, -0.08, 2.24], [-0.28, 0.01, -1.10], [-0.26, 0.76, 1.58], [0.26, -0.59, -1.07], [-0.98, -1.36, -3.31], [0.45, 0.20, -0.18], [-0.17, 0.15, 0.10], [0.28, 0.15, -0.13], [0.41, 0.00, -0.77], [0.49, 0.04, -0.11], [-0.08, -0.16, 0.69], [-0.47, 0.02, -0.16], [0.09, 0.67, 0.59], [0.46, 0.13, 0.42], [0.59, 1.41, 0.50], [-0.38, -0.15, 0.72], [-0.02, 0.41, 1.65], [0.35, 0.21, -1.49], [-0.74, 1.24, 0.90], [1.30, -0.16, -1.43], [-0.42, 0.09, 1.20], [0.21, 0.62, -0.81], [-0.25, -0.64, 0.28], [0.23, 0.00, -1.04], [0.01, -0.01, -0.30], [0.27, 0.47, 0.13], [-0.43, -1.00, 0.02], [0.22, -0.07, 0.09], [-0.23, 0.18, 0.57], [-0.38, -0.42, 0.27], [0.16, -0.19, -0.10], [0.29, 0.11, 0.29], [-0.45, -0.74, -0.18], [-1.78, -0.81, -0.24], [-0.70, 1.48, 0.72], [-0.43, -0.04, 0.64], [0.00, 0.87, -0.83], [-0.29, 0.85, -0.73], [0.42, -0.51, -0.44], [0.29, -0.11, 0.17], [0.54, -0.12, -0.20], [-0.33, 0.03, -0.30], [0.05, 0.17, 0.27], [1.07, -0.68, -0.27], [-0.20, 0.11, -0.52], [1.23, -0.05, 0.06], [-0.32, -0.46, 1.39], [0.14, -0.43, 0.36], [0.11, 0.06, -0.70], [0.40, -0.60, 0.55], [-0.73, 0.55, 0.28], [0.20, -0.02, -0.19], [0.28, 0.08, 0.46], [0.08, -0.73, 0.45], [-0.38, -0.32, -0.44], [0.41, 0.28, -0.26], [-0.04, 0.25, -0.21], [0.07, -0.16, -0.04], [0.12, -0.08, 0.05], [-1.36, -0.33, -0.78], [-0.16, -1.25, 1.84], [0.59, 0.45, -1.39], [-0.19, 0.08, 0.33], [0.09, 0.44, -0.13], [0.62, 0.19, -0.02], [0.07, 0.03, 0.44], [0.86, 0.28, -0.58], [-0.28, -0.03, 0.29], [0.94, 0.28, 0.65], [2.16, -1.27, -2.34], [-2.69, 1.33, 1.04], [-0.28, -0.41, 0.43], [-0.04, -0.27, 0.03], [-0.03, 0.38, 0.59], [0.41, 0.15, -0.54], [-0.10, -0.45, 0.24], [-0.27, 0.11, -0.08], [0.00, -0.15, 0.21], [0.52, -0.15, 1.11], [0.01, 1.07, 0.09], [-0.43, -0.07, -0.03], [-0.01, 0.10, -0.25], [-0.07, 0.25, -0.50], [0.49, -0.51, -1.00], [-0.53, -0.69, 0.24], [0.11, 0.23, 0.22], [0.62, 0.65, 1.19], [-1.62, 0.35, 0.29], [0.69, -0.47, -0.42], [0.21, 0.15, -0.54], [-0.50, -0.33, -0.39], [-0.25, 0.07, -0.08], [-0.33, -0.12, 0.27], [0.44, 0.23, -0.45], [0.68, -0.01, -0.25], [0.08, -1.63, 0.17], [0.90, 1.04, 0.15], [-1.33, 0.20, 1.49], [-0.04, 0.20, 0.04], [0.11, 0.09, -0.10], [-0.14, -0.21, -0.23], [0.41, 0.36, -1.03], [-0.03, -0.01, -0.26], [-0.08, -0.09, -0.20], [-0.58, 0.43, -0.41], [1.35, -0.90, 1.72], [-0.57, 0.29, -0.63], [-0.02, -0.41, 0.17], [-0.05, 0.14, -0.21], [-0.01, 0.39, -0.11], [-0.62, 0.38, -0.79], [0.56, 0.83, 0.62], [-0.13, -1.03, -0.56], [-0.88, 0.00, 0.55], [0.31, -0.41, 0.02], [0.87, -1.30, 0.25], [0.08, 0.09, 0.02], [0.03, 0.04, -0.08], [-0.03, 0.07, -0.10], [-0.28, 0.27, -0.42], [-0.30, 1.22, -0.14], [0.11, -0.01, -0.10]],
  "spin_multiplicity": 2,
  "orbital_gap_ev": [8.916, 3.246],
  "charge": 1,
  "homo_ev": [-10.94, -10.94],
  "s2": 0.76,
  "lumo_energy_ev": [-2.02, -7.69]
}

No. 2
{
  "formula": "C5H15N3",
  "method": "wB97M-V/def2-TZVPD",
  "elements": ["C", "C", "C", "C", "C", "N", "N", "N", "H", "H", "H", "H", "H", "H", "H", "H", "H", "H", "H", "H", "H", "H", "H"],
  "xyz": [[0.91423, 0.35395, -0.99842], [-1.05378, 2.65403, -0.23127], [0.32029, -2.87654, 0.76238], [-0.47955, 1.90949, 0.91135], [-0.73151, 0.41835, 0.83922], [1.85188, -0.36911, -1.65530], [0.12260, -0.17763, -0.11052], [-0.31398, -2.10325, -0.26307], [0.97812, 1.41289, -1.11422], [-1.11311, 3.77243, -0.10896], [-0.48029, 2.46276, -1.20573], [-2.18160, 2.43609, -0.33801], [0.21434, -3.97919, 0.73390], [1.45016, -2.53993, 0.75976], [-0.24535, -2.78079, 1.74231], [-0.94119, 2.30789, 1.79539], [0.66404, 2.08010, 1.02189], [-0.46236, 0.00869, 1.91357], [-1.86034, 0.35216, 0.54469], [2.65969, 0.07172, -1.97482], [1.96189, -1.36107, -1.30224], [0.04493, -2.15787, -1.29443], [-1.31909, -1.89516, -0.42748]],
  "forces_ev_per_a": [[2.73, -2.77, -0.38], [-1.55, 1.26, -2.24], [1.22, 0.09, 2.34], [2.67, 1.22, 0.10], [-2.24, -0.62, 2.38], [-3.07, -1.96, 2.47], [-1.14, -2.18, -0.56], [1.01, 3.91, -4.18], [-0.33, 0.78, 0.20], [0.68, -1.08, 0.13], [-1.32, 0.50, 1.05], [1.73, -0.14, -0.20], [0.17, 0.29, -1.29], [-2.34, -1.02, 0.48], [1.00, 0.86, -0.92], [-0.13, -0.30, 0.80], [-1.77, -0.08, 0.01], [-0.80, 0.38, -2.19], [1.93, -0.53, 0.69], [1.44, 0.92, -1.09], [0.30, 1.76, -1.00], [-0.45, -0.59, 2.27], [0.26, -0.70, 1.13]],
  "orbital_gap_ev": 7.536,
  "charge": 2,
  "homo_ev": -19.14,
  "lumo_energy_ev": -11.61
}

Number 1: E_tot -2973.644721 hartree, maximum force 3.712 eV/A. Number 2: E_tot -362.963868 hartree, maximum force 5.807 eV/A.